## a
C22H23BrN4O5S2Sr | ωB97M-V/def2-TZVPD

Kohn-Sham gap: 3.4 eV
HOMO: 0.1 eV
Charge: -2

Positions of all 58 atoms, in Å:
1 Sr 0.71688 0.76388 1.29901
2 N -0.63390 4.63546 3.36078
3 C -1.16701 3.97616 2.17032
4 C -0.99456 2.45132 2.15401
5 O -0.30735 1.93832 3.08350
6 N -1.45962 1.70071 1.15996
7 C -1.76573 2.37010 -0.10061
8 C -0.49345 2.83300 -0.87819
9 O -0.63922 3.48743 -1.91480
10 O 0.61182 2.46811 -0.34201
11 H 0.32878 4.32427 3.45865
12 H -1.07198 4.20010 4.16590
13 H -0.67792 4.39562 1.28778
14 H -2.22982 4.21218 2.06479
15 H -2.42914 3.24041 -0.02271
16 H -2.27968 1.66318 -0.75938
17 C 2.89921 0.67237 5.58895
18 C 2.56389 0.08805 4.22420
19 S 3.28323 0.97036 2.83489
20 C 1.76132 -0.99904 4.17205
21 C 1.24914 -1.56457 5.48989
22 S 1.18944 -1.86386 2.70748
23 H 3.57949 1.51558 5.47585
24 H 3.37327 -0.05894 6.25844
25 H 2.00409 1.03378 6.11400
26 H 2.06319 -1.84469 6.17286
27 H 0.64277 -2.44994 5.30232
28 H 0.62643 -0.84268 6.03683
29 C 3.60517 1.47342 -0.58122
30 O 2.64561 0.40136 -0.61659
31 C 2.19612 0.00229 -1.80709
32 C 2.84385 0.21470 -3.00140
33 C 2.31109 -0.29191 -4.18916
34 Br 3.23728 0.01611 -5.82178
35 C 1.13948 -0.99422 -4.19764
36 C 0.45859 -1.20144 -2.98892
37 C 0.95935 -0.70477 -1.79792
38 O 0.35658 -0.85841 -0.61420
39 C -0.84665 -1.89650 -2.98994
40 N -1.59474 -2.04065 -1.93423
41 C -2.72951 -2.72749 -2.36590
42 C -3.84570 -3.13730 -1.64712
43 C -4.84107 -3.80339 -2.33525
44 C -4.72902 -4.05290 -3.71646
45 C -3.62717 -3.64366 -4.43958
46 C -2.62954 -2.97855 -3.73179
47 N -1.41321 -2.42788 -4.11145
48 H 4.55098 1.12790 -1.00220
49 H 3.73705 1.68737 0.47552
50 H 3.19123 2.32812 -1.11597
51 H 3.76569 0.77644 -3.01827
52 H 0.74393 -1.35002 -5.13936
53 H -0.51077 -1.31899 -0.73279
54 H -3.91568 -2.93083 -0.58671
55 H -5.72330 -4.13652 -1.80510
56 H -5.52986 -4.57514 -4.22439
57 H -3.54745 -3.83121 -5.50273
58 H -1.00195 -2.44263 -5.02513

## b
C22H23BrN4O5S2Sr | ωB97M-V/def2-TZVPD

Kohn-Sham gap: 4.6 eV
HOMO: -0.7 eV
Charge: -2

Positions of all 58 atoms, in Å:
1 Sr -0.51811 0.47652 1.13695
2 N 0.46199 -2.02985 0.40017
3 C 1.68827 -1.87594 -0.39501
4 C 2.48037 -0.64315 0.06380
5 O 3.70162 -0.74941 0.25377
6 N 1.73136 0.45688 0.20312
7 C 2.44329 1.62364 0.74248
8 C 1.48984 2.76952 1.15570
9 O 1.88340 3.92112 1.00501
10 O 0.36010 2.40347 1.65349
11 H 0.69013 -2.26426 1.36175
12 H -0.13820 -2.77685 0.07391
13 H 1.39006 -1.72117 -1.43606
14 H 2.36549 -2.73490 -0.35925
15 H 3.17322 2.03908 0.03875
16 H 3.02270 1.34104 1.63004
17 C -4.81162 -2.15015 3.01764
18 C -3.84836 -1.15048 2.38944
19 S -2.14400 -1.59532 2.60527
20 C -4.31844 -0.06275 1.74160
21 C -5.80518 0.20221 1.64109
22 S -3.36160 1.19435 0.93099
23 H -4.25015 -3.00727 3.38510
24 H -5.55705 -2.51618 2.30427
25 H -5.35546 -1.72203 3.86769
26 H -6.40787 -0.46056 2.26104
27 H -6.14518 0.10316 0.60361
28 H -6.01887 1.23379 1.93362
29 C -1.97427 2.40224 -1.99953
30 O -0.61069 1.97954 -2.02983
31 C 0.28625 2.81222 -2.60436
32 C 0.00096 4.07666 -3.08597
33 C 1.01040 4.80119 -3.71603
34 Br 0.59233 6.53969 -4.38140
35 C 2.27867 4.30926 -3.87051
36 C 2.57147 3.03195 -3.37674
37 C 1.58290 2.27841 -2.75584
38 O 1.84797 1.01224 -2.37660
39 C 3.95555 2.53756 -3.51561
40 N 4.87414 3.12560 -4.24822
41 C 6.01331 2.36707 -4.05458
42 C 7.29550 2.51778 -4.58393
43 C 8.26314 1.60181 -4.21756
44 C 7.97576 0.54718 -3.33275
45 C 6.71309 0.38087 -2.79578
46 C 5.74590 1.30512 -3.17785
47 N 4.41994 1.43662 -2.85695
48 H -2.33590 2.56024 -3.01968
49 H -2.07832 3.31812 -1.41384
50 H -2.53557 1.61872 -1.49595
51 H -0.98452 4.50050 -2.97832
52 H 3.06195 4.87770 -4.34916
53 H 1.50057 0.75389 -1.46054
54 H 7.51442 3.33375 -5.26056
55 H 9.26676 1.69767 -4.61363
56 H 8.76214 -0.14607 -3.06203
57 H 6.48395 -0.42044 -2.10563
58 H 3.85137 0.86124 -2.24984

It turns out b is the most stable, with the second structure 0.0396 hartree higher.

## a
C4H7NOS | ωB97M-V/def2-TZVPD

SMILES string: C=C(O)/[N+]([S-])=C/C
Kohn-Sham gap (spin up / spin down): 8.0 / 8.0 eV
HOMO (spin up / spin down): -8.3 / -8.3 eV

Positions of all 14 atoms, in Å:
1 C 1.45932 0.14646 1.47146
2 C 0.65655 1.18268 1.29476
3 O 0.73202 2.40175 1.81148
4 N -0.41187 0.91655 0.41129
5 S -1.83770 1.73777 0.61417
6 C -0.11401 -0.03268 -0.43106
7 C -1.17607 -0.62189 -1.28543
8 H 2.33450 0.26531 2.09232
9 H 1.23137 -0.85405 1.18435
10 H -0.12311 2.84245 1.60762
11 H 0.90873 -0.26084 -0.66107
12 H -1.64951 -1.46437 -0.77620
13 H -0.77305 -0.97537 -2.23056
14 H -1.95695 0.11838 -1.46759

## b
C4H7NOS | ωB97M-V/def2-TZVPD

SMILES string: NC(=S)/C=C\CO
Kohn-Sham gap: 8.6 eV
HOMO: -8.2 eV

Positions of all 14 atoms, in Å:
1 N -1.12180 1.42110 -0.04791
2 C -1.70521 0.21514 -0.08854
3 S -3.29552 -0.05119 0.17544
4 C -0.79601 -0.99661 -0.34998
5 C 0.40915 -1.24031 -0.00031
6 C 1.42756 -0.23167 0.59498
7 O 1.67684 0.91561 -0.19287
8 H -1.66193 2.29079 0.06663
9 H -0.14380 1.50132 -0.33489
10 H -1.29856 -1.76330 -0.97659
11 H 0.82542 -2.17700 -0.25747
12 H 1.01404 0.16493 1.51959
13 H 2.41402 -0.71292 0.83431
14 H 2.25581 0.66412 -0.94240

It turns out b is the most stable, with the second structure 0.0439 hartree higher.

## a
C5H8N | ωB97M-V/def2-TZVPD

Kohn-Sham gap: 9.9 eV
HOMO: -14.8 eV
Charge: +1

Positions of all 14 atoms, in Å:
1 C -2.58542 -0.14185 -0.18405
2 C -1.32784 -0.10172 -0.06814
3 C 0.09839 0.25034 -0.55533
4 C -0.09281 -0.46920 0.65371
5 C 0.45579 -0.20177 -1.95003
6 N 0.30605 0.27545 1.91359
7 H 0.47901 1.64923 -0.32414
8 H 0.09544 -1.54065 0.92895
9 H 1.48402 0.02203 -2.25547
10 H -0.28097 0.27129 -2.54197
11 H 0.28710 -1.30913 -2.08758
12 H -0.29937 1.01947 2.07198
13 H 1.25344 0.58881 1.63089
14 H 0.12718 -0.31230 2.76759

## b
C5H8N | ωB97M-V/def2-TZVPD

Kohn-Sham gap: 10.1 eV
HOMO: -14.0 eV
Charge: +1

Positions of all 14 atoms, in Å:
1 C 3.75338 -0.51269 0.00601
2 C 2.52512 -0.29227 -0.00236
3 C -0.22494 -0.98784 -0.02034
4 C 0.60293 0.02617 -0.01303
5 C -1.71068 -0.87974 0.01120
6 N 0.35741 1.45704 -0.00510
7 H 4.78559 -0.69482 0.03500
8 H 0.18672 -1.98662 -0.05279
9 H -2.06471 0.11721 0.26695
10 H -2.11121 -1.59034 0.73040
11 H -2.11900 -1.15969 -0.95861
12 H -0.57964 1.65015 0.38334
13 H 0.39314 1.83828 -0.96408
14 H 1.06834 1.94307 0.56171

## c
C5H8N | ωB97M-V/def2-TZVPD

Kohn-Sham gap (spin up / spin down): 6.9 / 5.6 eV
HOMO (spin up / spin down): -13.3 / -12.7 eV
Charge: +1

Positions of all 14 atoms, in Å:
1 C -0.94292 -0.19939 0.69298
2 C -1.00593 -1.44270 0.70119
3 C 1.94430 -0.69588 0.19459
4 C 2.51150 -1.57193 -0.42798
5 C -1.65955 1.72001 -0.50669
6 N -1.02136 1.07004 0.61078
7 H 1.65622 0.32488 0.48947
8 H 2.06215 -2.67008 -0.44630
9 H -1.12047 -2.40984 0.80762
10 H 3.53500 -1.58596 -0.94319
11 H -2.69203 1.29289 -0.73694
12 H -1.73867 2.82468 -0.15963
13 H -1.14813 1.77400 -1.47591
14 H -0.38013 1.56929 1.19999

It turns out b is the most stable, with the second structure 0.0794 hartree higher.

## a
C4H4N | ωB97M-V/def2-TZVPD

Kohn-Sham gap (spin up / spin down): 9.1 / 9.1 eV
HOMO (spin up / spin down): -16.1 / -16.1 eV
Charge: +1

Positions of all 9 atoms, in Å:
1 C -1.96080 -1.15079 -0.18183
2 C 2.29050 -0.71735 0.04722
3 C -1.32538 -0.09055 -0.17993
4 C -0.59498 1.01141 0.23930
5 N 1.35330 -0.08465 -0.07626
6 H -2.46777 -2.06697 -0.44528
7 H 3.12543 -1.49002 -0.10180
8 H -0.44150 1.45616 1.26836
9 H -0.42053 1.77469 -0.63883

## b
C4H4N | ωB97M-V/def2-TZVPD

Kohn-Sham gap: 8.0 eV
HOMO: -14.7 eV
Charge: +1

Positions of all 9 atoms, in Å:
1 C -2.51308 -0.62344 -0.05930
2 C 2.15902 -0.77774 0.03327
3 C -1.48732 -0.03823 0.06784
4 C 0.44268 0.98818 -0.00409
5 N 1.34627 0.03526 0.00954
6 H -3.45431 -1.10518 -0.08701
7 H 2.91118 -1.52375 0.05512
8 H 0.31362 1.53579 0.92189
9 H 0.28194 1.50910 -0.93726

## c
C4H4N | ωB97M-V/def2-TZVPD

Kohn-Sham gap (spin up / spin down): 8.2 / 7.9 eV
HOMO (spin up / spin down): -14.3 / -14.8 eV
Charge: +1

Positions of all 9 atoms, in Å:
1 C 1.80946 0.03401 -1.22423
2 C -0.70101 0.39408 1.99909
3 C 0.64292 -0.12806 -1.07417
4 C -0.58627 0.06112 -0.49028
5 N -0.70311 0.38207 0.80495
6 H 2.71630 0.13668 -1.58847
7 H -0.49302 0.71982 2.94556
8 H -1.24770 -1.74168 -0.23179
9 H -1.43757 0.14194 -1.14066

It turns out a is the most stable, with the second structure 0.0655 hartree higher.

## a
C2H4N2S3 | ωB97M-V/def2-TZVPD

SMILES string: [S-][N+]1=NCS[C@@H]1S
Kohn-Sham gap: 8.3 eV
HOMO: -8.7 eV

Positions of all 11 atoms, in Å:
1 S -0.09521 2.79590 0.10810
2 N 0.13777 1.24609 0.40709
3 N 1.04469 0.64514 0.93344
4 C 1.10742 -0.68664 0.85892
5 S -0.75754 -1.23453 0.70066
6 C -1.03123 0.17713 -0.21222
7 S -0.55331 0.26447 -1.96157
8 H 1.70158 -0.82401 -0.11971
9 H 1.43917 -1.16821 1.85578
10 H -1.94255 0.66669 -0.03906
11 H -1.78291 -0.14018 -2.38601

## b
C2H4N2S3 | ωB97M-V/def2-TZVPD

SMILES string: [H]/N=C/C(S)=N/SS
Kohn-Sham gap: 8.5 eV
HOMO: -8.4 eV

Positions of all 11 atoms, in Å:
1 H 3.28589 -1.27722 -1.06708
2 N 2.50291 -0.86054 -0.57845
3 C 1.40794 -1.49108 -0.49480
4 C -0.05497 -0.55288 0.02700
5 S 0.20152 0.56070 1.50134
6 N -1.13163 -0.58621 -0.65046
7 S -2.47336 0.53835 -0.64829
8 S -2.32125 2.31142 0.54540
9 H 0.98681 -2.45818 -0.82581
10 H 1.54205 0.67690 1.32403
11 H -2.23458 1.95182 1.84169

It turns out b is the most stable, with the second structure 0.0180 hartree higher.